Record 1
51
Properties=species:S:1:pos:R:3:forces:R:3 method="wB97M-V/def2-TZVPD" total_charge=-2 homo_lumo_gap_ev="4.9 / 4.7" homo_energy_ev="-0.859 / -1.334" max_force_ev_per_a=1.083 lumo_energy_ev="4.0 / 3.4" spin_multiplicity=6
Ru 0.3199 0.6491 -1.5405 0.02 -0.69 0.83
O 1.8200 -2.9594 -2.9112 0.08 0.03 -0.07
C 1.7682 -1.9930 -2.1668 -0.14 0.04 -0.01
O 0.7974 -1.1343 -2.2407 0.12 -0.17 -0.10
C 2.8268 -1.8646 -1.0864 0.02 -0.03 0.01
C 3.5226 -3.0502 -0.8239 -0.04 0.03 -0.01
C 4.5312 -3.1244 0.1141 0.02 0.00 0.02
C 4.8815 -1.9738 0.8140 -0.01 0.03 -0.01
C 4.2125 -0.7942 0.5671 -0.04 0.01 -0.01
C 3.1701 -0.7048 -0.3752 0.00 0.06 0.03
S 2.4683 0.9031 -0.5270 -0.33 0.03 -0.29
H 3.2353 -3.9169 -1.4029 0.00 0.00 0.00
H 5.0413 -4.0629 0.2963 0.00 0.01 0.00
H 5.6718 -1.9970 1.5561 0.00 0.00 0.00
H 4.4723 0.1045 1.1131 0.01 0.00 0.00
N -1.1888 0.5270 2.6261 -0.01 -0.05 -0.02
C -1.8780 -0.6733 2.8315 -0.03 0.10 0.03
C -2.9608 -0.7465 3.7010 -0.03 -0.04 0.00
C -3.5882 -1.9629 3.9373 0.02 0.03 -0.01
C -3.1608 -3.1076 3.2796 0.02 -0.01 -0.01
C -2.0990 -3.0302 2.3856 -0.02 0.01 0.01
C -1.4400 -1.8276 2.1790 0.04 -0.05 -0.02
S -0.0068 -1.6801 1.1794 -0.01 0.01 -0.02
N -0.2401 -0.1296 0.5593 0.11 -0.01 0.18
C -0.6855 0.8281 1.3413 -0.07 0.03 -0.06
C -0.6810 2.1603 0.8767 -0.07 0.07 0.00
C -1.1007 3.2786 1.6533 0.01 -0.08 -0.01
C -0.8932 4.5484 1.2074 0.02 0.02 -0.04
C -0.2533 4.7475 -0.0361 0.00 -0.01 0.01
C 0.0648 3.6366 -0.7851 -0.04 0.02 -0.02
N -0.1792 2.3792 -0.4034 -0.01 -0.03 0.20
H -1.6232 1.3120 3.0801 0.02 0.01 0.03
H -3.3065 0.1542 4.1975 0.00 0.00 0.00
H -4.4247 -2.0087 4.6239 0.00 0.00 0.00
H -3.6605 -4.0536 3.4466 0.00 0.00 0.00
H -1.7683 -3.9068 1.8418 0.00 0.00 0.01
H -1.5696 3.1309 2.6180 0.00 0.02 0.00
H -1.2073 5.3932 1.8090 0.00 0.00 0.00
H -0.0391 5.7318 -0.4246 -0.01 0.00 0.00
H 0.5210 3.7513 -1.7587 -0.01 0.00 -0.03
Se 1.8820 1.7971 -3.9175 -0.13 0.12 -0.38
Te 2.9795 3.1946 -5.5499 0.14 0.13 -0.09
Te -0.6664 4.3824 -5.4149 0.02 0.30 -0.10
Se -0.4561 2.4293 -3.9745 0.16 -0.32 -0.07
F -2.6250 1.0592 -2.0437 0.01 0.02 -0.13
C -1.7594 -0.0077 -1.9063 0.18 0.20 0.08
F -2.3144 -0.7418 -0.8704 -0.01 0.07 -0.03
C -2.0199 -0.9375 -3.1322 -0.03 0.13 0.22
F -1.7519 -2.2128 -2.8389 0.03 -0.03 -0.01
F -3.3268 -0.8947 -3.4966 -0.03 -0.03 -0.02
F -1.3115 -0.6013 -4.2075 0.04 0.04 -0.08



Record 2
45
Properties=species:S:1:pos:R:3:forces:R:3 method="wB97M-V/def2-TZVPD" total_charge=-1 homo_lumo_gap_ev="7.5 / 7.8" homo_energy_ev="-5.021 / -5.330" max_force_ev_per_a=0.706 lumo_energy_ev="2.5 / 2.5" spin_multiplicity=2
Ti 1.2225 0.1781 0.1355 0.33 -0.30 -0.25
O -0.0833 -4.7436 3.7855 -0.03 0.02 0.02
C 0.2370 -3.6406 3.0556 -0.01 0.04 -0.02
C -0.5070 -2.4610 3.1469 0.04 -0.12 -0.05
C -0.1121 -1.4040 2.3578 0.25 -0.04 0.05
N 0.9199 -1.5050 1.5349 -0.15 0.27 0.04
C 1.6808 -2.5824 1.5005 0.02 -0.08 -0.17
C 1.3676 -3.7046 2.2442 -0.04 0.04 0.00
C 2.9454 -2.3397 0.6668 0.09 0.12 0.30
O 3.7333 -3.2591 0.5032 -0.02 -0.02 -0.07
O 3.0492 -1.1119 0.3148 -0.55 -0.06 -0.43
C -0.6052 0.0292 2.4558 0.07 0.08 -0.01
O -1.5635 0.3020 3.1517 0.00 0.05 0.00
O 0.1596 0.8411 1.7939 -0.17 -0.02 -0.34
H -0.8749 -4.5569 4.3028 0.04 -0.01 -0.03
H -1.3416 -2.3438 3.8272 0.00 -0.01 0.00
H 1.9986 -4.5808 2.2102 0.00 0.00 0.01
O 2.5217 1.1298 -1.0333 -0.02 0.20 0.58
C 2.7441 2.4237 -1.0811 -0.11 -0.11 0.00
C 4.0633 2.9061 -1.1988 0.01 -0.04 0.00
C 4.3272 4.2568 -1.2439 0.02 -0.01 -0.02
C 3.2934 5.1967 -1.2039 -0.01 0.00 0.00
C 1.9937 4.7461 -1.1261 0.02 0.02 -0.01
C 1.6976 3.3809 -1.0520 0.05 0.00 -0.01
C 0.3200 2.9448 -1.0822 -0.08 0.08 -0.04
N -0.0141 1.7522 -0.7824 0.11 0.03 0.08
N -1.3185 1.3770 -1.0464 -0.01 0.00 -0.05
C -1.3518 0.0795 -1.0774 0.00 -0.21 0.02
O -0.3173 -0.6876 -0.8903 0.18 0.06 0.39
C -2.6532 -0.5909 -1.3454 0.00 0.03 -0.02
C -3.8261 0.1473 -1.4825 -0.03 0.00 -0.01
C -5.0294 -0.4964 -1.7197 0.01 -0.01 0.00
C -5.0726 -1.8819 -1.8232 0.00 0.00 0.00
C -3.9059 -2.6195 -1.6851 0.00 0.00 0.00
C -2.6997 -1.9767 -1.4455 0.00 0.00 0.00
H 4.8578 2.1721 -1.2359 0.00 0.00 0.01
H 5.3548 4.5941 -1.3160 0.00 0.00 0.00
H 3.5101 6.2560 -1.2427 0.00 0.00 0.00
H 1.1710 5.4534 -1.1173 0.00 0.00 0.00
H -0.4478 3.6304 -1.4431 0.00 -0.02 0.01
H -3.7765 1.2237 -1.3940 0.01 0.00 0.00
H -5.9389 0.0829 -1.8209 0.00 0.00 0.00
H -6.0148 -2.3838 -2.0067 0.00 0.00 0.00
H -3.9340 -3.6994 -1.7622 0.00 0.00 0.00
H -1.7802 -2.5340 -1.3294 0.00 0.00 0.00